Run w
Density functional theory data (wB97M-V/def2-TZVPD) for C8H11N2 as an isolated structure.

Element x y z (Å)
1 C -1.94191 -1.18746 -0.59113
2 C -1.21967 0.09551 -0.92277
3 C -2.67200 -0.48275 0.32617
4 C 1.09848 1.43632 -0.40861
5 C 2.40726 1.53140 -0.37751
6 C 0.64933 -0.64773 0.64333
7 C 1.42521 -1.66151 -0.11713
8 C -1.00799 1.24747 0.78183
9 N -0.00482 0.48252 0.05221
10 N -2.19964 0.80448 -0.06211
11 H -1.84340 -2.21555 -0.90751
12 H -1.09890 0.56488 -1.83079
13 H -3.53470 -0.72516 0.95847
14 H 3.03882 2.30505 -1.01769
15 H 3.01488 0.99315 0.25592
16 H 0.87768 -0.54431 1.75661
17 H 0.77229 -2.32077 -0.85820
18 H 2.05455 -2.19039 0.50440
19 H 1.98526 -0.92206 -0.72613
20 H -0.75147 2.39709 0.71220
21 H -1.04926 1.03983 1.82842

The charge is +1. Its frontier orbital gap (spin up / spin down) is 0.340 / 0.289 Ha.



Run x
Density functional theory data (wB97M-V/def2-TZVPD) for an isolated ion of composition C8H11N2 and charge +1.

Element x y z (Å)
1 C -0.01162 0.33051 -0.01478
2 C 0.99661 -0.33963 -0.64725
3 C 1.55421 2.02001 0.46755
4 C -1.38610 0.09847 0.30386
5 C 0.49742 -1.77227 -1.02107
6 C -1.35393 -1.50042 0.45302
7 C -1.03077 -1.99583 -0.93120
8 C 1.08542 3.26811 1.01140
9 N 2.20611 0.08901 -0.66959
10 N 2.19334 1.27546 -0.19832
11 H -1.77021 0.43911 1.36699
12 H -2.21866 0.31523 -0.32433
13 H 0.93384 -2.15145 -2.05520
14 H 0.91722 -2.49973 -0.37294
15 H -0.69567 -1.79410 1.15573
16 H -2.42757 -1.79972 0.85701
17 H -1.42453 -1.53688 -1.73394
18 H -1.08409 -3.17869 -1.00157
19 H 0.53152 3.99713 0.27918
20 H 1.95807 3.83076 1.16825
21 H 0.52938 2.90491 1.90720

The charge is +1. Its frontier orbital gap (spin up / spin down) is 0.255 / 0.245 Ha.



Most favorable first, least favorable last: run x, run w



Run w
Density functional theory data (wB97M-V/def2-TZVPD) for one molecule with the formula C21H21N3O4.

Element x y z (Å)
1 C 7.50667 -1.59500 -3.51684
2 C 6.47536 -0.49276 -3.71417
3 O 5.48848 -0.51183 -2.68496
4 C 5.79607 0.11237 -1.53887
5 O 6.83823 0.69560 -1.35414
6 C 4.71253 0.01456 -0.53516
7 C 3.53903 -0.69674 -0.77196
8 C 2.55447 -0.77095 0.19221
9 C 2.72982 -0.12806 1.41635
10 N 1.77774 -0.16476 2.43605
11 C 0.58376 -0.82522 2.47309
12 O 0.14828 -1.51812 1.58547
13 C -0.15477 -0.61534 3.79392
14 C -1.61392 -1.03726 3.64620
15 C -2.29566 -0.21598 2.61579
16 N -3.40540 -0.47997 2.00662
17 C -3.57538 0.59900 1.17788
18 C -4.70471 0.73907 0.28426
19 C -4.83443 1.86861 -0.52277
20 C -5.91721 1.98776 -1.36817
21 C -6.89019 0.99298 -1.43161
22 C -8.05109 1.13532 -2.36700
23 C -6.75121 -0.12938 -0.62398
24 C -5.67175 -0.26073 0.22767
25 N -2.60946 1.47425 1.29470
26 O -1.76818 0.95564 2.23194
27 C 3.90414 0.58970 1.65372
28 C 4.88432 0.65828 0.68942
29 H 8.05660 -1.42578 -2.59433
30 H 7.01612 -2.56410 -3.46356
31 H 8.20512 -1.59429 -4.34875
32 H 5.91933 -0.63510 -4.64340
33 H 6.96585 0.48647 -3.71798
34 H 3.40231 -1.19356 -1.71914
35 H 1.64851 -1.32237 0.00608
36 H 2.02384 0.37914 3.25238
37 H -0.09470 0.43404 4.08802
38 H 0.32966 -1.22264 4.56223
39 H -1.68185 -2.08050 3.33390
40 H -2.14551 -0.92872 4.59471
41 H -4.07858 2.63650 -0.47101
42 H -6.01656 2.86422 -1.99270
43 H -8.80896 0.38207 -2.16748
44 H -8.50087 2.12211 -2.27227
45 H -7.71587 1.02123 -3.39801
46 H -7.49826 -0.90939 -0.66343
47 H -5.56022 -1.13084 0.85566
48 H 4.04160 1.09250 2.60113
49 H 5.79692 1.20797 0.86231

Its frontier orbital gap is 0.341 Ha. As for the SMILES: CCOC(=O)c1ccc(NC(=O)CCc2nc(-c3ccc(C)cc3)no2)cc1.



Run x
Density functional theory data (wB97M-V/def2-TZVPD) for one molecule with the formula C21H21N3O4.

Element x y z (Å)
1 N 2.15744 0.54074 -0.74043
2 C 1.64835 1.69147 -1.22039
3 N 0.50152 2.20880 -0.97842
4 O -0.32922 1.58274 -0.00978
5 C 0.04944 1.63054 1.26976
6 O 1.12334 2.00218 1.66338
7 C -1.08503 1.12308 2.13696
8 C -0.56561 0.23885 3.27537
9 C -1.65465 -0.70263 3.80391
10 C -1.14245 -2.07982 4.23286
11 C -0.39360 -2.84248 3.12640
12 N -0.95467 -2.61536 1.81249
13 C -0.28919 -1.92790 0.81760
14 O 0.84662 -1.51696 0.90415
15 C -1.23744 -1.82160 -0.31146
16 C -1.11273 -1.20714 -1.53964
17 C -2.21022 -1.25286 -2.39461
18 C -3.38071 -1.89745 -2.02714
19 C -3.50358 -2.51977 -0.78750
20 C -2.41968 -2.46903 0.06259
21 C -2.23910 -2.99899 1.43703
22 O -2.99889 -3.63131 2.12340
23 C 2.45824 2.43153 -2.21329
24 C 3.83990 2.52057 -2.07994
25 C 4.58562 3.21799 -3.01380
26 C 3.96160 3.82840 -4.08812
27 C 2.58422 3.75228 -4.21927
28 C 1.83460 3.06121 -3.28617
29 H 3.11176 0.30081 -0.93902
30 H 1.70164 0.02060 -0.00330
31 H -1.61678 1.99045 2.53348
32 H -1.77382 0.57520 1.49004
33 H -0.18090 0.86838 4.07742
34 H 0.28054 -0.33456 2.90030
35 H -2.16006 -0.24519 4.65604
36 H -2.41509 -0.84806 3.03206
37 H -0.46932 -1.98200 5.08548
38 H -2.00367 -2.67261 4.54516
39 H 0.65116 -2.52917 3.06890
40 H -0.42710 -3.91434 3.34149
41 H -0.20295 -0.70212 -1.82212
42 H -2.14753 -0.77386 -3.35983
43 H -4.21476 -1.91501 -2.71256
44 H -4.41318 -3.02035 -0.49431
45 H 4.33639 2.07519 -1.22945
46 H 5.65742 3.28785 -2.89934
47 H 4.54697 4.36881 -4.81728
48 H 2.09438 4.23529 -5.05185
49 H 0.76148 2.99981 -3.36849

Its frontier orbital gap is 0.306 Ha. As for the SMILES: N/C(=N\OC(=O)CCCCCN1C(=O)c2ccccc2C1=O)c1ccccc1.



Most favorable first, least favorable last: run w, run x



Run w
Density functional theory data (wB97M-V/def2-TZVPD) for one molecule with the formula C6H8N2O.

Element x y z (Å)
1 N 2.35578 -1.21351 0.01210
2 N 1.35532 -0.23903 0.02679
3 C 1.72980 1.13579 -0.07863
4 C 0.48520 1.84417 0.03572
5 C -0.52800 0.90378 0.06600
6 C 0.00654 -0.36246 0.05306
7 C -1.08283 -1.45769 -0.01316
8 O -2.25766 -0.65449 -0.08368
9 C -2.02397 0.71840 0.04504
10 H 2.20185 -1.93013 -0.71867
11 H 2.45524 -1.76292 0.87188
12 H 2.78216 1.36516 -0.31170
13 H 0.43998 2.89661 -0.00622
14 H -1.26234 -2.06183 0.95452
15 H -1.01003 -2.08510 -0.95264
16 H -2.66612 1.13033 0.83088
17 H -2.37760 1.15963 -0.91899

Its frontier orbital gap is 0.320 Ha. As for the SMILES: Nn1ccc2c1COC2.



Run x
Density functional theory data (wB97M-V/def2-TZVPD) for one molecule with the formula C6H8N2O.

Element x y z (Å)
1 C -2.06530 1.44760 0.20104
2 N -1.56465 0.15259 -0.22383
3 C -2.52325 -0.96809 -0.10921
4 C -0.22420 0.05478 -0.17658
5 C 0.76206 0.94739 -0.05924
6 C 2.07149 0.15740 -0.01238
7 O 3.21306 0.55604 -0.02350
8 C 1.41439 -1.24843 0.08129
9 N 0.14722 -1.28883 0.11675
10 H -2.31774 1.52657 1.40690
11 H -3.06928 1.38085 -0.22758
12 H -1.47679 2.44749 -0.22585
13 H -3.38517 -1.10316 -0.91206
14 H -2.06215 -2.03831 0.14270
15 H -2.93426 -0.86676 0.96859
16 H 0.83863 1.99961 -0.14588
17 H 2.01317 -2.18481 0.38122

Its frontier orbital gap is 0.287 Ha. As for the SMILES: CN(C)C1=CC(=O)C=N1.



Most favorable first, least favorable last: run w, run x



Run w
Density functional theory data (wB97M-V/def2-TZVPD) for a 2-piece molecular cluster, C6H8N2O overall.

Element x y z (Å)
1 C 0.20466 0.92449 1.29276
2 C -2.24486 0.97693 -0.18092
3 C 0.36652 -0.19556 -0.80443
4 C 0.91817 1.00281 -1.54009
5 C -0.18966 -1.50201 1.37886
6 C 0.68399 -0.29051 0.71727
7 N 0.06758 2.02942 1.54734
8 N -0.44753 -0.97292 -1.41930
9 O -2.62665 1.64168 -1.01231
10 H 0.26844 1.06988 -2.33464
11 H 2.01567 0.90282 -1.83012
12 H 0.87844 1.83556 -0.90218
13 H 0.20238 -2.52803 1.21842
14 H -0.05645 -1.30105 2.42888
15 H -1.24546 -1.50191 1.09664
16 H 1.72456 -0.37498 1.03655
17 H -0.51980 -1.71662 -0.69274

Its frontier orbital gap is 0.417 Ha.



Run x
Density functional theory data (wB97M-V/def2-TZVPD) for a 2-piece molecular cluster, C6H8N2O overall.

Element x y z (Å)
1 C 3.71691 -0.01167 -0.06340
2 C 3.11740 -1.22008 0.20465
3 C 2.69955 0.90003 -0.33426
4 C 1.75331 -1.02582 0.02243
5 C -1.86792 -0.04474 -0.65433
6 C -4.04203 -0.37377 0.33902
7 N -1.24033 0.98802 -0.43156
8 N 1.54022 0.22523 -0.33978
9 O -2.95957 -0.75209 -0.60320
10 H 4.74763 0.08865 -0.03526
11 H 3.52979 -2.10661 0.48418
12 H 2.57486 1.99461 -0.53534
13 H -3.77678 -1.01732 1.30288
14 H -4.89199 -0.92154 -0.00454
15 H -4.23799 0.72909 0.62106
16 H -1.37553 1.75901 0.39800
17 H 0.71248 0.78899 -0.37055

Its frontier orbital gap (spin up / spin down) is 0.283 / 0.262 Ha.



Run y
Density functional theory data (wB97M-V/def2-TZVPD) for one molecule with the formula C6H8N2O.

Element x y z (Å)
1 C -1.59353 -0.97022 -0.36818
2 C 1.59901 -0.88112 -0.00259
3 C -0.13336 0.82135 -0.53511
4 C -0.99116 -2.09883 -0.48846
5 C 0.41330 2.01644 -0.94303
6 C 0.46656 0.34860 1.80237
7 N -1.31199 0.25330 -0.81475
8 N 0.69890 -0.05312 0.37936
9 O 2.15955 -1.43809 -0.86525
10 H -0.36952 -2.27019 -1.42619
11 H -1.08012 -2.96218 0.08865
12 H 1.32108 2.18492 -0.40249
13 H -0.04172 2.89352 -1.46849
14 H 1.07037 -0.29238 2.46523
15 H 0.58758 1.43976 1.62176
16 H -0.60253 0.12502 2.06734
17 H -2.19239 0.88320 -1.11019

Its frontier orbital gap (spin up / spin down) is 0.291 / 0.239 Ha.



Most favorable first, least favorable last: run w, run y, run x



Run w
Density functional theory data (wB97M-V/def2-TZVPD) for an isolated ion of composition C7H10NS and charge +1.

Element x y z (Å)
1 C 0.18079 0.51660 1.35120
2 C -1.15550 1.03789 1.30565
3 C 1.07244 0.82416 -1.04694
4 C 1.13528 0.49662 0.38645
5 C -2.05323 0.45482 2.27620
6 C 0.24434 -1.44025 -1.77171
7 C 1.43850 -0.54526 -1.90943
8 N 1.01966 1.71970 -1.81124
9 S -1.44398 2.35622 0.36734
10 H 0.38424 0.16170 2.41503
11 H 2.14609 0.05124 0.63491
12 H -1.52942 0.09463 3.12012
13 H -2.71640 -0.31874 1.88390
14 H -2.84909 1.03974 2.60189
15 H -0.20052 -1.28214 -0.72526
16 H 0.69768 -2.43486 -2.03825
17 H -0.52855 -1.16274 -2.60402
18 H 1.80701 -0.52274 -2.89270
19 H 2.35066 -1.04659 -1.54316

The charge is +1. Its frontier orbital gap (spin up / spin down) is 0.201 / 0.201 Ha.



Run x
Density functional theory data (wB97M-V/def2-TZVPD) for a 2-piece molecular cluster, C7H10NS overall.

Element x y z (Å)
1 C -2.46129 1.12087 -0.67894
2 C -1.06440 1.05443 -0.68696
3 C -3.06107 0.13263 0.07126
4 C 1.41706 -0.78066 -1.14488
5 C 1.22718 -1.81934 -0.02952
6 C 0.66372 -0.45324 0.13031
7 C 1.85967 1.15921 1.53962
8 N -0.63617 -0.03408 0.00604
9 S -1.91034 -0.88549 0.81511
10 H -2.91809 1.86654 -1.27093
11 H -0.32292 1.64670 -1.27968
12 H -4.15796 -0.03406 0.09677
13 H 2.47013 -0.50851 -1.20662
14 H 0.90445 -0.97579 -1.99560
15 H 0.51282 -2.74877 -0.03563
16 H 1.95176 -2.16656 0.69024
17 H 2.37498 0.32437 1.98212
18 H 0.95930 1.22920 2.17896
19 H 2.19116 1.87254 0.81833

The charge is +1. Its frontier orbital gap (spin up / spin down) is 0.265 / 0.266 Ha.



Most favorable first, least favorable last: run x, run w



Run w
Density functional theory data (wB97M-V/def2-TZVPD) for a 2-piece molecular cluster, CH3O3P overall.

Element x y z (Å)
1 C -0.38759 1.45414 -0.44244
2 O -1.25392 1.74999 3.77368
3 O 0.71133 1.35214 0.46332
4 O 1.75212 0.84407 -0.17482
5 P -1.36669 2.78605 2.78718
6 H -0.06775 1.32340 -1.48999
7 H -0.89686 2.27540 -0.09892
8 H -1.04491 0.64744 -0.25468

Its frontier orbital gap (spin up / spin down) is 0.242 / 0.363 Ha.



Run x
Density functional theory data (wB97M-V/def2-TZVPD) for a 2-piece molecular cluster, CH3O3P overall.

Element x y z (Å)
1 O 0.31654 2.76056 -0.81501
2 P 1.06756 1.50237 -0.77540
3 O 0.41597 0.76190 -2.07868
4 H 0.29177 -0.23429 -2.10169
5 C -0.52456 -1.14297 1.44171
6 O 0.01652 -1.30667 0.37629
7 H -1.37000 -0.47802 1.76928
8 H -0.21380 -1.86288 2.18349

Its frontier orbital gap is 0.387 Ha. As for the SMILES: O=PO.C=O.



Most favorable first, least favorable last: run x, run w